C37H45F6N10O3SbTeTi | wB97M-V/def2-TZVPD

Positions of all 104 atoms, in Å:
1 Ti 0.47203 0.29182 -0.05749
2 O 2.18170 -0.76038 3.20994
3 C 1.92109 -0.18604 2.17760
4 O 0.71433 0.18552 1.78370
5 C 2.98121 0.17112 1.16350
6 C 4.33542 0.02205 1.47122
7 C 5.25207 0.33385 0.50420
8 C 4.80878 0.80734 -0.75268
9 C 5.71100 1.17355 -1.78250
10 C 5.24787 1.66821 -2.96684
11 C 3.86025 1.82598 -3.17363
12 C 2.96106 1.47097 -2.20788
13 C 3.41820 0.94088 -0.97804
14 N 2.51965 0.60215 -0.00500
15 H 4.60515 -0.33073 2.45420
16 H 6.31215 0.23535 0.69036
17 H 6.77087 1.05570 -1.60695
18 H 5.93888 1.94579 -3.74869
19 H 3.50623 2.23964 -4.10792
20 H 1.89497 1.60674 -2.36199
21 N -2.81650 -1.40420 -3.82097
22 C -1.84672 -1.08011 -4.67036
23 N -2.05970 -1.19867 -5.98401
24 N -0.65022 -0.63523 -4.30848
25 C -0.30921 -0.36243 -3.11309
26 N 0.13801 -0.00514 -2.09608
27 H -3.70986 -1.73441 -4.14309
28 H -2.66252 -1.41364 -2.82823
29 H -2.92331 -1.54903 -6.35823
30 H -1.32061 -0.93531 -6.61177
31 C -1.92106 2.31418 -1.81355
32 C -1.13254 2.93838 -0.69852
33 O -1.42450 4.07494 -0.29173
34 N -0.07696 2.29307 -0.14977
35 Te 0.63359 3.83852 1.00247
36 C 2.29933 3.07987 2.07758
37 C 2.25566 2.60585 3.39022
38 C 1.01546 2.14988 4.09577
39 C 3.45165 2.51200 4.09620
40 C 4.66919 2.88064 3.54740
41 C 5.93167 2.81240 4.35221
42 C 4.68136 3.33899 2.23547
43 C 3.51592 3.45822 1.49298
44 C 3.63221 4.01642 0.09750
45 C -0.63360 4.33773 2.61650
46 C -1.77942 3.64630 3.00761
47 C -2.25296 2.38067 2.36273
48 C -2.52470 4.17640 4.05603
49 C -2.16075 5.34619 4.70648
50 C -2.99839 5.90178 5.81755
51 C -1.00936 6.00016 4.28714
52 C -0.23429 5.51963 3.24025
53 C 0.99937 6.27922 2.83943
54 H -2.76480 2.96314 -2.02871
55 H -2.27696 1.32399 -1.53979
56 H -1.29347 2.22824 -2.70079
57 H 0.16979 2.03040 3.42597
58 H 0.74071 2.85578 4.88094
59 H 1.20260 1.18183 4.55864
60 H 3.41939 2.12566 5.10555
61 H 5.88831 2.01358 5.08883
62 H 6.08351 3.74954 4.89106
63 H 6.80044 2.65412 3.71675
64 H 5.62179 3.61932 1.77898
65 H 4.57462 3.70083 -0.34975
66 H 3.62394 5.11063 0.11450
67 H 2.83044 3.68740 -0.57641
68 H -1.42972 1.77339 1.97702
69 H -2.92410 2.60362 1.53026
70 H -2.80796 1.77140 3.07444
71 H -3.41210 3.64689 4.37265
72 H -3.49934 5.10763 6.36749
73 H -3.76786 6.56243 5.41654
74 H -2.39603 6.48095 6.51437
75 H -0.70311 6.90889 4.78618
76 H 1.13732 7.13473 3.49586
77 H 0.92343 6.65782 1.81630
78 H 1.90243 5.66418 2.91009
79 C -0.28151 -6.08393 -1.33937
80 C 0.04313 -6.13271 0.14972
81 C -1.12470 -5.62206 0.98536
82 C 1.35272 -5.40207 0.46988
83 N 1.34357 -3.99534 0.09406
84 C 0.88013 -2.92080 0.72735
85 N 1.08201 -1.87541 -0.04952
86 N 1.64823 -2.34755 -1.17728
87 N 1.80743 -3.59907 -1.09625
88 H -1.15619 -6.69411 -1.54990
89 H 0.54374 -6.45303 -1.94510
90 H -0.50874 -5.06580 -1.65561
91 H 0.24144 -7.17246 0.43247
92 H -1.37762 -4.59477 0.72523
93 H -0.91031 -5.66454 2.05262
94 H -2.01377 -6.22124 0.80119
95 H 2.18459 -5.83600 -0.08644
96 H 1.58089 -5.44998 1.53647
97 H 0.47881 -2.90242 1.72137
98 F -1.63304 -0.00725 0.22140
99 Sb -2.88385 -1.50247 0.48652
100 F -1.81765 -2.39571 -0.82465
101 F -3.84331 -0.75879 -0.97457
102 F -1.71045 -2.09417 1.83584
103 F -3.81967 -0.40842 1.68207
104 F -4.02240 -2.97770 0.65073

Computed properties:
E_LUMO (spin up / spin down) (hartree): -0.114 / -0.117
HOMO level (spin up / spin down) (eV): -10.49 / -11.01
Gap between HOMO and LUMO (spin up / spin down) (eV): 7.4 / 7.8
E (Eh): -4167.3002
Multiplicity: 2
Energy above the lowest of the compared OMol25 structures with the same formula, charge and spin (kcal per mole): 8.6
Molecular weight (g mol⁻¹): 1089.05
<S²>: 0.754
Charge: +1